1.
Density functional theory data (ωB97M-V with the def2-TZVPD basis set) for one molecule with the formula C3H4N4O at a distorted geometry.

Output
energy relative to the best compared isomer or geometry (same formula, charge and spin)	55.49	kcal per mole
LUMO	-0.3	eV
molecular weight	112.092	g/mol
structure (SMILES)	[H]/N=C1\N=CO\C1=N/N

Structure (ORCA input):
```
! wB97M-V def2-TZVPD RIJCOSX def2/J DEFGRID3
* xyz 0 1
N 1.245 0.790 -0.099
C -1.267 -1.481 -0.090
H -2.336 2.185 -0.040
O 0.120 -1.306 -0.026
H 3.189 0.624 -0.139
H 2.405 -0.565 0.755
N -2.013 -0.432 -0.046
H -1.545 -2.546 -0.115
N -1.287 1.980 -0.019
C -1.143 0.688 -0.033
C 0.217 0.070 -0.023
N 2.415 -0.007 -0.124
*
```


2.
Density functional theory data (ωB97M-V with the def2-TZVPD basis set) for one molecule with the formula C3H4N4O at a distorted geometry.

Output
energy relative to the best compared isomer or geometry (same formula, charge and spin)	35.98	kcal per mole
LUMO	0.1	eV
molecular weight	112.092	g/mol
structure (SMILES)	[H]/N=c1/cn[nH]c(O)n1

Structure (ORCA input):
```
! wB97M-V def2-TZVPD RIJCOSX def2/J DEFGRID3
* xyz 0 1
H 1.882 1.542 0.185
N 1.047 1.004 0.005
C -1.254 -0.357 -0.032
O 2.250 -0.986 -0.010
C 1.054 -0.359 0.023
C -1.227 1.108 -0.066
H -2.191 1.589 -0.003
H -2.080 -1.993 0.115
N -0.117 1.791 0.013
H 2.999 -0.412 0.267
N -2.331 -1.043 0.102
N -0.035 -1.063 -0.126
*
```


3.
Density functional theory data (ωB97M-V with the def2-TZVPD basis set) for C3H4N4O as an isolated structure at a distorted geometry.

Output
energy relative to the best compared isomer or geometry (same formula, charge and spin)	169.25	kcal per mole
LUMO	-0.8	eV
molecular weight	112.092	g/mol

Structure (ORCA input):
```
! wB97M-V def2-TZVPD RIJCOSX def2/J DEFGRID3
* xyz 0 1
C -0.527 -1.723 0.442
N -0.082 -1.321 -1.535
N -0.563 -2.288 -0.723
O -0.242 1.045 2.205
H 0.201 2.967 0.839
C 0.212 0.840 1.020
N 0.425 -0.220 -1.022
H 0.784 2.253 -0.592
C 0.098 -0.402 0.240
H -0.583 -0.842 -2.766
N 1.133 1.824 0.571
H -0.856 -2.132 1.319
*
```


4.
Density functional theory data (ωB97M-V with the def2-TZVPD basis set) for one molecule with the formula C3H4N4O at a distorted geometry.

Output
energy relative to the best compared isomer or geometry (same formula, charge and spin)	117.19	kcal per mole
LUMO	0.9	eV
molecular weight	112.092	g/mol
structure (SMILES)	c1nncocn[nH]1

Structure (ORCA input):
```
! wB97M-V def2-TZVPD RIJCOSX def2/J DEFGRID3
* xyz 0 1
H -0.398 2.245 -1.577
H 2.248 -0.473 -1.207
H -0.636 0.902 2.367
O 0.327 0.326 -1.278
N 0.924 -1.533 0.029
N -0.404 -1.637 0.238
C -0.281 1.359 -0.844
N -0.502 1.682 0.382
H -1.934 -0.953 1.143
C 1.229 -0.515 -0.755
N -0.355 0.647 1.317
C -0.871 -0.585 0.889
*
```


5.
Density functional theory data (ωB97M-V with the def2-TZVPD basis set) for one molecule with the formula C3H4N4O at a distorted geometry.

Output
energy relative to the best compared isomer or geometry (same formula, charge and spin)	46.34	kcal per mole
LUMO	-0.5	eV
molecular weight	112.092	g/mol
structure (SMILES)	Cn1nnnc1C=O

Structure (ORCA input):
```
! wB97M-V def2-TZVPD RIJCOSX def2/J DEFGRID3
* xyz 0 1
C -0.084 1.611 0.011
H 0.638 2.400 -0.059
H -1.513 -2.400 -0.062
H -0.625 1.656 0.951
C 0.086 -0.907 -0.044
O -2.229 -0.487 0.053
C -1.330 -1.303 -0.034
N 2.217 -1.033 0.041
N 1.919 0.224 -0.007
N 0.612 0.330 -0.019
N 1.085 -1.761 0.024
H -0.776 1.671 -0.854
*
```


6.
Density functional theory data (ωB97M-V with the def2-TZVPD basis set) for one molecule with the formula C3H4N4O at a distorted geometry.

Output
energy relative to the best compared isomer or geometry (same formula, charge and spin)	88.70	kcal per mole
LUMO	0.4	eV
molecular weight	112.092	g/mol
structure (SMILES)	N/N=C\c1conn1

Structure (ORCA input):
```
! wB97M-V def2-TZVPD RIJCOSX def2/J DEFGRID3
* xyz 0 1
H 0.225 -1.720 -0.173
H 1.182 2.122 -0.235
H 3.169 -1.089 0.516
C -0.481 -0.905 -0.130
C 1.072 1.063 -0.060
N -2.325 0.255 0.127
N 2.270 -0.904 0.014
N -1.359 1.079 0.088
N 2.240 0.513 -0.062
O -1.799 -1.020 -0.083
C -0.181 0.387 -0.032
H 1.579 -1.025 0.715
*
```


7.
Density functional theory data (ωB97M-V with the def2-TZVPD basis set) for an isolated ion of composition C3H4NO and charge +1 at a distorted geometry.

Output
energy relative to the best compared isomer or geometry (same formula, charge and spin)	32.13	kcal per mole
LUMO	-6.0	eV
molecular weight	70.071	g/mol
structure (SMILES)	C=[NH+]C=C=O

Structure (ORCA input):
```
! wB97M-V def2-TZVPD RIJCOSX def2/J DEFGRID3
* xyz 1 1
C -0.554 -0.140 -1.000
H 1.162 0.561 0.820
H -1.617 -0.707 0.610
C 0.314 -0.020 1.112
H -1.387 -0.236 -1.581
O 1.729 0.684 -1.338
C 0.646 0.346 -1.252
N -0.716 -0.327 0.391
H 0.423 -0.160 2.239
*
```


8.
Density functional theory data (ωB97M-V with the def2-TZVPD basis set) for C3H4NO as an isolated structure at a distorted geometry.

Output
energy relative to the best compared isomer or geometry (same formula, charge and spin)	148.45	kcal per mole
LUMO (alpha / beta)	-8.7 / -8.7	eV
molecular weight	70.071	g/mol

Structure (ORCA input):
```
! wB97M-V def2-TZVPD RIJCOSX def2/J DEFGRID3
* xyz 1 1
O -0.911 -1.056 0.615
H 0.748 -1.345 -0.491
C 0.644 0.670 -0.103
H 0.857 1.470 -0.765
H 1.488 0.820 0.502
N -1.528 -0.055 1.205
C -0.651 0.797 0.964
H -0.601 -0.669 -1.433
C -0.045 -0.633 -0.495
*
```


9.
Density functional theory data (ωB97M-V with the def2-TZVPD basis set) for C3H4NO as an isolated structure at a distorted geometry.

Output
energy relative to the best compared isomer or geometry (same formula, charge and spin)	99.76	kcal per mole
LUMO	-8.3	eV
molecular weight	70.071	g/mol

Structure (ORCA input):
```
! wB97M-V def2-TZVPD RIJCOSX def2/J DEFGRID3
* xyz 1 1
H -0.458 -1.545 -0.880
O -1.863 -0.254 0.044
C -0.024 0.403 -0.062
N -1.311 0.894 -0.028
C -0.668 -0.926 0.016
C 1.244 0.901 0.071
H 1.917 0.120 -0.035
H -0.269 -1.589 0.802
H 1.433 1.998 0.073
*
```


10.
Density functional theory data (ωB97M-V with the def2-TZVPD basis set) for an isolated ion of composition C3H4NO and charge +1 at a distorted geometry.

Output
energy relative to the best compared isomer or geometry (same formula, charge and spin)	82.93	kcal per mole
LUMO	-7.0	eV
molecular weight	70.071	g/mol
structure (SMILES)	C=[N+]=C1CO1

Structure (ORCA input):
```
! wB97M-V def2-TZVPD RIJCOSX def2/J DEFGRID3
* xyz 1 1
H 1.807 0.583 0.876
C -0.828 -0.995 0.077
H -0.481 -1.787 -0.673
C -0.827 0.448 0.052
C 1.316 0.956 -0.092
H 1.890 1.192 -0.947
O -1.997 -0.060 -0.104
H -0.969 -1.543 1.060
N 0.090 1.208 -0.248
*
```


11.
Density functional theory data (ωB97M-V with the def2-TZVPD basis set) for a 2-piece molecular cluster, C3H4NO2 overall at a distorted geometry.

Output
energy relative to the best compared isomer or geometry (same formula, charge and spin)	76.29	kcal per mole
LUMO	3.9	eV
molecular weight	86.070	g/mol

Structure (ORCA input):
```
! wB97M-V def2-TZVPD RIJCOSX def2/J DEFGRID3
* xyz -1 1
C 0.755 -0.298 1.066
N -0.016 -0.766 -0.033
O -2.573 0.131 -1.825
O -2.396 1.358 0.109
H 1.471 0.750 -0.614
C -2.305 0.674 -0.817
H 1.081 -1.099 1.600
C 1.316 -0.284 -0.277
H 0.731 0.637 1.460
H 1.936 -1.102 -0.670
*
```


12.
Density functional theory data (ωB97M-V with the def2-TZVPD basis set) for an isolated ion of composition C3H4NO3 and charge -1 at a distorted geometry.

Output
energy relative to the best compared isomer or geometry (same formula, charge and spin)	186.96	kcal per mole
LUMO (alpha / beta)	4.0 / 4.0	eV
molecular weight	102.069	g/mol
structure (SMILES)	O=C=CCO[N-]O

Structure (ORCA input):
```
! wB97M-V def2-TZVPD RIJCOSX def2/J DEFGRID3
* xyz -1 1
C 1.400 0.925 -0.157
H -1.808 0.823 0.377
N 0.042 -1.617 -0.652
H -0.105 2.203 0.693
O -1.052 -0.915 -0.009
C -1.053 0.549 -0.207
O 2.547 0.635 -0.416
C 0.211 1.281 0.250
O 0.430 -2.599 0.258
H -1.088 0.821 -1.217
H 0.475 -2.105 1.080
*
```


Q: Which value of energy relative to the best compared isomer or geometry (same formula, charge and spin) does entry 11 give?
A: 76.29 kcal per mole


Please write out number 7 again, unchanged.
Density functional theory data (ωB97M-V with the def2-TZVPD basis set) for an isolated ion of composition C3H4NO and charge +1 at a distorted geometry.

Output
energy relative to the best compared isomer or geometry (same formula, charge and spin)	32.13	kcal per mole
LUMO	-6.0	eV
molecular weight	70.071	g/mol
structure (SMILES)	C=[NH+]C=C=O

Structure (ORCA input):
```
! wB97M-V def2-TZVPD RIJCOSX def2/J DEFGRID3
* xyz 1 1
C -0.554 -0.140 -1.000
H 1.162 0.561 0.820
H -1.617 -0.707 0.610
C 0.314 -0.020 1.112
H -1.387 -0.236 -1.581
O 1.729 0.684 -1.338
C 0.646 0.346 -1.252
N -0.716 -0.327 0.391
H 0.423 -0.160 2.239
*
```


Q: Which formula does entry 8 have?
A: C3H4NO


Q: Among the records above, which one has the highest energy relative to the best compared isomer or geometry (same formula, charge and spin)?
A: C3H4NO3